Formula: C2H5NP2
Source: the OMol25 dataset
Level of theory: ωB97M-V/def2-TZVPD

Calculated values
Total energy = -816.54979 hartree
Relative energy (zero: lowest compared OMol25 entry of this formula, charge and spin) = 49.22 kcal per mole
LUMO energy = 0.018 Eh
SMILES = C=PN1CP1
Strongest force on any atom = 4.26 eV/Å

Structure (ORCA input):
```
! RIJCOSX wB97M-V def2-TZVPD def2/J DEFGRID3
* xyz 0 1
C -1.17016 0.99433 1.69768
P -1.66700 -0.43964 0.80317
N -0.38533 -0.92555 -0.31767
C 0.92861 -0.88259 -0.82305
P -0.08531 -2.17536 -1.67510
H -0.20011 1.46094 1.77814
H -1.83206 1.18318 2.50627
H 1.13571 -0.08784 -1.47288
H 1.76511 -0.97283 -0.28724
H -0.57622 -1.42385 -2.69566
*
```



Formula: C2H5NS3
Source: the OMol25 dataset
Level of theory: ωB97M-V/def2-TZVPD

Calculated values
Total energy = -1328.38723 hartree
Relative energy (zero: lowest compared OMol25 entry of this formula, charge and spin) = 69.26 kcal per mole
LUMO energy = -0.015 Eh
Strongest force on any atom = 4.47 eV/Å

Structure (ORCA input):
```
! RIJCOSX wB97M-V def2-TZVPD def2/J DEFGRID3
* xyz 0 1
C 0.89827 0.82381 0.03291
C -0.56228 0.39707 -0.13221
H 3.07401 -0.45044 -1.38914
H 1.12197 1.37570 1.04340
H 0.97267 1.46337 -0.93320
H 0.11277 -1.51465 0.06350
H -2.76345 -1.08037 1.51160
N -0.80325 -0.91927 -0.05725
S 2.12674 -0.52788 0.04950
S -1.64224 1.62667 -0.05191
S -2.53521 -1.19403 -0.13719
*
```